[1]
A molecular structure, C26H22ClO2PRu, computed with ωB97M-V/def2-TZVPD.

Calculated values
- Spin multiplicity: 5
- Total charge: +2
- ΔE to the lowest compared entry with this formula, charge and spin: 139.0 kJ/mol
- HOMO (alpha / beta): -12.64 / -14.89 eV

```
53
Properties=species:S:1:pos:R:3:mulliken_charge:R:1
Cl -3.7007 -2.1976 -2.2475 -0.315
C -0.8907 0.6351 -2.7155 -0.581
C -1.2704 1.7597 -1.9083 -0.158
C -2.6984 1.7807 -1.7591 -1.086
H -0.6295 2.5288 -1.4925 0.930
C -3.2559 0.6955 -2.5151 0.920
C -2.1246 -0.0254 -3.0943 -1.080
H -2.1853 -0.8873 -3.7462 0.648
H 0.1066 0.3739 -3.0007 0.679
H -3.3146 2.4766 -1.1893 0.487
C -4.6878 0.3859 -2.7028 -1.130
Ru -1.9351 -0.2751 -0.9285 0.787
C -2.9597 -0.2573 0.6756 0.024
O -3.5741 -0.3549 1.6518 -0.240
C -1.8131 -2.1479 -0.8352 0.134
O -1.7192 -3.2992 -0.6747 -0.256
H -5.2383 0.5289 -1.7491 0.340
H -4.6789 -0.7105 -2.8733 0.288
H -5.1538 0.9123 -3.5578 0.319
C 0.7934 -1.3034 4.7889 -0.515
C -0.2194 -0.4299 4.4089 -0.835
C -0.4373 -0.1207 3.0648 -0.373
C 0.3627 -0.7273 2.0743 1.390
C 1.4242 -1.5673 2.4535 -0.371
C 1.6238 -1.8514 3.7968 -0.618
P 0.1628 -0.1452 0.3403 0.840
C 0.9961 1.4627 0.5907 0.979
C 0.1795 2.5657 0.8434 -0.740
C 0.7560 3.8209 1.0896 -0.628
C 2.1443 3.9631 1.1220 -0.601
C 2.9528 2.8381 0.9770 -0.819
C 2.3964 1.5783 0.7504 -0.501
C 1.3394 -1.0831 -0.6487 1.419
C 2.2590 -0.4998 -1.5354 -0.839
C 3.1824 -1.3141 -2.2087 -0.858
C 3.1663 -2.6936 -2.0580 -0.704
C 2.2173 -3.2894 -1.2117 -1.056
C 1.3010 -2.4921 -0.5318 -0.916
H 0.9635 -1.5351 5.8384 0.441
H -0.8467 0.0278 5.1801 0.445
H -1.2256 0.5843 2.8000 0.341
H 2.0862 -2.0100 1.7203 0.439
H 2.4481 -2.5032 4.0891 0.463
H -0.9001 2.4555 0.8050 0.444
H 0.1040 4.6767 1.2531 0.451
H 2.5869 4.9446 1.2827 0.452
H 4.0316 2.9319 1.0394 0.468
H 3.0478 0.7018 0.6735 0.452
H 2.2768 0.5791 -1.6899 0.631
H 3.9242 -0.8366 -2.8605 0.434
H 3.8862 -3.3144 -2.5853 0.451
H 2.1844 -4.3722 -1.0954 0.467
H 0.5556 -2.9637 0.1060 0.655
```

[2]
2 unconnected molecules or ions with the total composition C26H22N3O2, computed with ωB97M-V/def2-TZVPD.

Calculated values
- Total charge: +1
- HOMO: -11.37 eV

```
53
Properties=species:S:1:pos:R:3:mulliken_charge:R:1
C -2.4019 4.3174 -4.7707 -0.768
O -1.1475 4.7099 -4.1578 -0.424
C -0.6036 3.8997 -3.2086 0.893
C 0.7372 4.1780 -2.8123 -0.727
C 1.3688 3.3377 -1.9307 -0.611
C 0.6722 2.2532 -1.3027 0.681
C 1.3248 1.4337 -0.3390 -0.619
C 1.1533 0.0390 -0.1380 0.961
C 2.0101 -0.5578 0.8335 -1.079
C 1.8325 -1.8634 1.2444 -0.439
C 0.9054 -2.6590 0.5509 0.856
O 0.7560 -3.9689 1.0051 -0.464
C 1.1038 -5.0004 0.1151 0.207
C 2.3484 -5.6131 0.2895 -0.361
C 2.7712 -6.5380 -0.6703 -0.400
C 1.9249 -6.8793 -1.7291 -0.452
C 0.6609 -6.3000 -1.8480 -0.583
C 0.2290 -5.3543 -0.9101 -0.192
C 0.1554 -2.1663 -0.5238 -0.332
C 0.3559 -0.8455 -0.9271 -0.575
C -0.6646 2.0040 -1.7013 -0.505
C -1.3000 2.8032 -2.6331 -0.741
H -2.6060 5.1111 -5.4896 0.244
H -2.2960 3.3490 -5.2849 0.355
H -3.2030 4.2639 -4.0178 0.320
H 1.2012 5.0663 -3.2436 0.432
H 2.4265 3.5196 -1.7099 0.381
H 2.2562 1.8241 0.0577 0.480
H 2.7846 0.0543 1.2909 0.397
H 2.4052 -2.2967 2.0623 0.478
H 2.9826 -5.3208 1.1270 0.403
H 3.7616 -6.9944 -0.5703 0.356
H 2.2553 -7.6204 -2.4735 0.359
H -0.0161 -6.5718 -2.6673 0.354
H -0.7417 -4.8625 -0.9864 0.546
H -0.5656 -2.8116 -1.0346 0.129
H -0.1370 -0.4969 -1.8301 0.666
H -1.1823 1.1782 -1.2255 0.425
H -2.3343 2.5731 -2.9059 0.333
C -0.4764 3.1733 5.0007 -0.662
C -0.0810 2.8444 3.6955 -0.524
C -0.9203 1.9798 2.9505 0.007
C -2.1203 1.5456 3.5354 0.995
C -2.5158 1.8664 4.8301 -0.887
C -1.6710 2.6906 5.5705 -0.377
N -2.6981 0.7830 2.5457 -0.035
N -1.9238 0.7290 1.4484 -0.526
N -0.8239 1.4311 1.6772 0.261
H 0.1579 3.8197 5.5980 0.370
H 0.8271 3.2030 3.1986 0.433
H -3.4408 1.4668 5.2162 0.401
H -1.9224 2.9740 6.5970 0.374
H -3.5742 0.2989 2.6018 0.188
```

[3]
A molecular structure, C26H22N6OPbS, computed with ωB97M-V/def2-TZVPD.

Calculated values
- Total charge: +4
- ΔE to the lowest compared entry with this formula, charge and spin: 0.0 kJ/mol
- HOMO (alpha / beta): -19.39 / -19.39 eV

```
57
Properties=species:S:1:pos:R:3:mulliken_charge:R:1
Pb -0.1288 -0.6438 -0.0997 1.293
C -4.7805 -0.8709 1.0156 -0.378
C -3.5500 -1.0152 0.3764 -0.194
N -2.4177 -0.7601 1.0191 -0.306
C -2.4743 -0.3794 2.3007 0.093
C -3.7119 -0.1493 2.8902 -0.126
N -4.8480 -0.3973 2.2496 -0.486
C -1.1872 -0.2643 3.0376 0.373
C -1.1671 -0.1602 4.4220 -0.554
C 0.0490 -0.0777 5.0873 0.738
C 1.2135 -0.1169 4.3333 -0.494
C 1.1381 -0.2622 2.9534 0.159
N -0.0490 -0.3263 2.3244 -0.371
C 2.3665 -0.3954 2.1228 0.053
C 3.6532 -0.3520 2.6456 -0.094
N 4.7289 -0.4874 1.8789 -0.480
C 4.5543 -0.6887 0.5833 -0.457
C 3.2717 -0.7472 0.0399 -0.134
N 2.2014 -0.5917 0.8089 -0.210
C 0.1034 0.0190 6.5797 0.358
C -0.7221 -0.7947 7.3602 -0.355
C -0.6569 -0.7040 8.7471 -0.531
N 0.1994 0.1767 9.1901 0.072
C 1.0197 0.9917 8.5823 -0.519
C 0.9818 0.9156 7.1934 -0.379
H -5.7100 -1.1276 0.5231 0.424
H -3.4872 -1.3433 -0.6546 0.486
H -3.8123 0.2594 3.8876 0.408
H -2.0930 -0.1548 4.9781 0.513
H 2.1745 -0.0899 4.8247 0.660
H 3.8493 -0.2125 3.6999 0.416
H 5.4369 -0.8101 -0.0321 0.423
H 3.1192 -0.9313 -1.0173 0.440
H -1.3917 -1.5298 6.9339 0.561
H -1.2434 -1.3046 9.4363 0.439
H 1.6573 1.6617 9.1514 0.434
H 1.6249 1.5822 6.6348 0.546
C -2.7243 3.1490 -6.3549 -1.308
C -2.0152 3.0676 -5.0886 0.817
C -2.7148 2.9408 -3.8390 -0.901
C -2.0240 2.8615 -2.6706 -0.256
C -0.6000 2.9360 -2.6918 0.619
C 0.1218 3.0476 -3.8861 -0.477
C -0.5660 3.1162 -5.0708 -0.462
S 0.3721 2.8857 -1.1639 0.352
C -0.3193 4.3074 -0.3413 -1.072
O -0.1188 1.6890 -0.3333 -0.399
H -3.8008 3.0389 -6.2703 0.395
H -2.3117 2.4295 -7.0802 0.411
H -2.4922 4.1189 -6.8364 0.403
H -3.7973 2.9264 -3.8406 0.409
H -2.5526 2.7731 -1.7296 0.411
H 1.2033 3.1120 -3.8790 0.483
H -0.0328 3.2129 -6.0097 0.500
H -1.4067 4.2843 -0.3492 0.379
H 0.0610 5.2037 -0.8351 0.443
H 0.0656 4.2602 0.6769 0.432
```

[4]
A molecular structure, C26H22N7O3RuSe, computed with ωB97M-V/def2-TZVPD.

Calculated values
- Spin multiplicity: 2
- Total charge: +2
- HOMO (alpha / beta): -14.10 / -14.10 eV

```
60
Properties=species:S:1:pos:R:3:mulliken_charge:R:1
Ru -0.1158 -0.9421 -0.7534 0.140
O 2.8604 -3.3622 -1.6747 -0.495
C 1.7185 -2.9932 -1.7290 0.160
N 0.8093 -2.8152 -0.6857 -0.169
C 1.0035 -3.3148 0.5669 0.194
O 1.9098 -3.9831 1.0196 -0.622
C -0.1530 -2.9641 1.4470 0.819
C -0.3728 -3.6424 2.6267 -0.750
C -1.4808 -3.3004 3.3929 -0.362
C -2.3072 -2.2761 2.9555 -0.776
C -2.0023 -1.6319 1.7743 -0.251
N -0.9534 -1.9762 1.0221 0.164
C 1.0532 -2.6006 -3.0028 0.619
C 1.3752 -3.2113 -4.1920 -0.787
C 0.6774 -2.8415 -5.3323 -0.255
C -0.2935 -1.8587 -5.2346 -0.925
C -0.5371 -1.2723 -4.0072 0.004
N 0.1155 -1.6417 -2.8988 0.211
H 0.3182 -4.4224 2.9159 0.505
H -1.6961 -3.8285 4.3129 0.487
H -3.1863 -1.9824 3.5138 0.435
H -2.6205 -0.8258 1.4036 0.479
H 2.1540 -3.9619 -4.2082 0.476
H 0.8908 -3.3140 -6.2820 0.476
H -0.8563 -1.5358 -6.0996 0.429
H -1.2710 -0.4858 -3.9127 0.455
N 4.7840 -3.0338 1.3038 -0.200
C 4.5815 -1.8751 1.8987 -0.215
O 5.4104 -1.2599 2.5956 -0.628
C 3.3052 -1.0976 1.7143 0.645
C 2.6604 -0.5131 2.8048 -0.450
C 1.5436 0.2746 2.5760 -0.929
C 1.1373 0.4670 1.2647 0.194
N 1.7282 -0.1321 0.2147 -0.352
C 2.8180 -0.8896 0.4342 -0.247
H 5.6592 -3.5125 1.4444 0.263
H 4.0129 -3.5235 0.8538 0.186
H 3.0392 -0.6655 3.8087 0.557
H 1.0273 0.7681 3.3889 0.516
H 0.3459 1.1617 1.0165 0.563
H 3.2953 -1.3359 -0.4286 0.593
C 0.2316 3.6011 -0.6347 -1.039
N -1.2179 3.4665 -0.4983 0.345
C -1.9484 2.4116 -0.8527 -0.111
Se -1.3909 0.8586 -1.7801 0.071
N -3.2309 2.6943 -0.6034 0.079
C -3.3498 3.9834 -0.0715 0.399
C -4.4478 4.7406 0.3161 -0.943
C -4.1790 6.0147 0.7748 -0.497
C -2.8667 6.5126 0.8451 -0.711
C -1.7807 5.7535 0.4594 -0.603
C -2.0582 4.4734 -0.0012 0.852
H 0.6302 2.6961 -1.0816 0.266
H 0.6809 3.7665 0.3421 0.397
H 0.4610 4.4454 -1.2807 0.377
H -3.9859 2.0608 -0.8153 0.248
H -5.4588 4.3582 0.2560 0.426
H -5.0001 6.6499 1.0813 0.418
H -2.7049 7.5205 1.2039 0.416
H -0.7718 6.1439 0.5123 0.451
```

> The lowest total charge belongs to which entry?

C26H22N3O2

What did the first record say?
A molecular structure, C26H22ClO2PRu, computed with ωB97M-V/def2-TZVPD.

Calculated values
- Spin multiplicity: 5
- Total charge: +2
- ΔE to the lowest compared entry with this formula, charge and spin: 139.0 kJ/mol
- HOMO (alpha / beta): -12.64 / -14.89 eV

```
53
Properties=species:S:1:pos:R:3:mulliken_charge:R:1
Cl -3.7007 -2.1976 -2.2475 -0.315
C -0.8907 0.6351 -2.7155 -0.581
C -1.2704 1.7597 -1.9083 -0.158
C -2.6984 1.7807 -1.7591 -1.086
H -0.6295 2.5288 -1.4925 0.930
C -3.2559 0.6955 -2.5151 0.920
C -2.1246 -0.0254 -3.0943 -1.080
H -2.1853 -0.8873 -3.7462 0.648
H 0.1066 0.3739 -3.0007 0.679
H -3.3146 2.4766 -1.1893 0.487
C -4.6878 0.3859 -2.7028 -1.130
Ru -1.9351 -0.2751 -0.9285 0.787
C -2.9597 -0.2573 0.6756 0.024
O -3.5741 -0.3549 1.6518 -0.240
C -1.8131 -2.1479 -0.8352 0.134
O -1.7192 -3.2992 -0.6747 -0.256
H -5.2383 0.5289 -1.7491 0.340
H -4.6789 -0.7105 -2.8733 0.288
H -5.1538 0.9123 -3.5578 0.319
C 0.7934 -1.3034 4.7889 -0.515
C -0.2194 -0.4299 4.4089 -0.835
C -0.4373 -0.1207 3.0648 -0.373
C 0.3627 -0.7273 2.0743 1.390
C 1.4242 -1.5673 2.4535 -0.371
C 1.6238 -1.8514 3.7968 -0.618
P 0.1628 -0.1452 0.3403 0.840
C 0.9961 1.4627 0.5907 0.979
C 0.1795 2.5657 0.8434 -0.740
C 0.7560 3.8209 1.0896 -0.628
C 2.1443 3.9631 1.1220 -0.601
C 2.9528 2.8381 0.9770 -0.819
C 2.3964 1.5783 0.7504 -0.501
C 1.3394 -1.0831 -0.6487 1.419
C 2.2590 -0.4998 -1.5354 -0.839
C 3.1824 -1.3141 -2.2087 -0.858
C 3.1663 -2.6936 -2.0580 -0.704
C 2.2173 -3.2894 -1.2117 -1.056
C 1.3010 -2.4921 -0.5318 -0.916
H 0.9635 -1.5351 5.8384 0.441
H -0.8467 0.0278 5.1801 0.445
H -1.2256 0.5843 2.8000 0.341
H 2.0862 -2.0100 1.7203 0.439
H 2.4481 -2.5032 4.0891 0.463
H -0.9001 2.4555 0.8050 0.444
H 0.1040 4.6767 1.2531 0.451
H 2.5869 4.9446 1.2827 0.452
H 4.0316 2.9319 1.0394 0.468
H 3.0478 0.7018 0.6735 0.452
H 2.2768 0.5791 -1.6899 0.631
H 3.9242 -0.8366 -2.8605 0.434
H 3.8862 -3.3144 -2.5853 0.451
H 2.1844 -4.3722 -1.0954 0.467
H 0.5556 -2.9637 0.1060 0.655
```

> Number 2 is which compound?

C26H22N3O2

Repeat the fourth record exactly.
A molecular structure, C26H22N7O3RuSe, computed with ωB97M-V/def2-TZVPD.

Calculated values
- Spin multiplicity: 2
- Total charge: +2
- HOMO (alpha / beta): -14.10 / -14.10 eV

```
60
Properties=species:S:1:pos:R:3:mulliken_charge:R:1
Ru -0.1158 -0.9421 -0.7534 0.140
O 2.8604 -3.3622 -1.6747 -0.495
C 1.7185 -2.9932 -1.7290 0.160
N 0.8093 -2.8152 -0.6857 -0.169
C 1.0035 -3.3148 0.5669 0.194
O 1.9098 -3.9831 1.0196 -0.622
C -0.1530 -2.9641 1.4470 0.819
C -0.3728 -3.6424 2.6267 -0.750
C -1.4808 -3.3004 3.3929 -0.362
C -2.3072 -2.2761 2.9555 -0.776
C -2.0023 -1.6319 1.7743 -0.251
N -0.9534 -1.9762 1.0221 0.164
C 1.0532 -2.6006 -3.0028 0.619
C 1.3752 -3.2113 -4.1920 -0.787
C 0.6774 -2.8415 -5.3323 -0.255
C -0.2935 -1.8587 -5.2346 -0.925
C -0.5371 -1.2723 -4.0072 0.004
N 0.1155 -1.6417 -2.8988 0.211
H 0.3182 -4.4224 2.9159 0.505
H -1.6961 -3.8285 4.3129 0.487
H -3.1863 -1.9824 3.5138 0.435
H -2.6205 -0.8258 1.4036 0.479
H 2.1540 -3.9619 -4.2082 0.476
H 0.8908 -3.3140 -6.2820 0.476
H -0.8563 -1.5358 -6.0996 0.429
H -1.2710 -0.4858 -3.9127 0.455
N 4.7840 -3.0338 1.3038 -0.200
C 4.5815 -1.8751 1.8987 -0.215
O 5.4104 -1.2599 2.5956 -0.628
C 3.3052 -1.0976 1.7143 0.645
C 2.6604 -0.5131 2.8048 -0.450
C 1.5436 0.2746 2.5760 -0.929
C 1.1373 0.4670 1.2647 0.194
N 1.7282 -0.1321 0.2147 -0.352
C 2.8180 -0.8896 0.4342 -0.247
H 5.6592 -3.5125 1.4444 0.263
H 4.0129 -3.5235 0.8538 0.186
H 3.0392 -0.6655 3.8087 0.557
H 1.0273 0.7681 3.3889 0.516
H 0.3459 1.1617 1.0165 0.563
H 3.2953 -1.3359 -0.4286 0.593
C 0.2316 3.6011 -0.6347 -1.039
N -1.2179 3.4665 -0.4983 0.345
C -1.9484 2.4116 -0.8527 -0.111
Se -1.3909 0.8586 -1.7801 0.071
N -3.2309 2.6943 -0.6034 0.079
C -3.3498 3.9834 -0.0715 0.399
C -4.4478 4.7406 0.3161 -0.943
C -4.1790 6.0147 0.7748 -0.497
C -2.8667 6.5126 0.8451 -0.711
C -1.7807 5.7535 0.4594 -0.603
C -2.0582 4.4734 -0.0012 0.852
H 0.6302 2.6961 -1.0816 0.266
H 0.6809 3.7665 0.3421 0.397
H 0.4610 4.4454 -1.2807 0.377
H -3.9859 2.0608 -0.8153 0.248
H -5.4588 4.3582 0.2560 0.426
H -5.0001 6.6499 1.0813 0.418
H -2.7049 7.5205 1.2039 0.416
H -0.7718 6.1439 0.5123 0.451
```